Molecular formula: C16H15BrN4O5PtS
Method: DFT, ωB97M-V/def2-TZVPD

Positions of all 43 atoms, in Å:
Pt: -0.01 0.01 -0.69
O: -5.44 2.09 1.59
C: -4.25 1.66 1.16
C: -3.23 1.26 2.02
C: -2.04 0.80 1.48
N: -1.86 0.74 0.16
C: -2.80 1.17 -0.68
C: -4.01 1.63 -0.22
C: -2.35 1.22 -2.16
O: -3.19 1.38 -3.02
O: -1.09 1.15 -2.31
C: -0.79 0.47 2.31
O: -0.86 0.49 3.53
O: 0.25 0.26 1.63
H: -5.49 2.08 2.56
H: -3.32 1.30 3.10
H: -4.76 1.98 -0.92
Br: 2.12 -5.06 -3.75
C: 0.95 -3.73 -3.09
C: 0.25 -3.94 -1.92
C: -0.53 -2.90 -1.44
N: -0.63 -1.72 -2.05
C: 0.00 -1.56 -3.22
C: 0.81 -2.53 -3.78
H: 0.30 -4.87 -1.39
H: -1.12 -3.01 -0.53
H: -0.15 -0.60 -3.70
H: 1.32 -2.35 -4.71
C: 3.06 -1.05 1.97
N: 3.04 0.27 1.41
C: 2.98 1.45 2.26
C: 2.72 2.59 1.26
N: 2.47 1.88 0.02
C: 2.59 0.55 0.19
S: 2.34 -0.58 -1.05
H: 2.70 -1.02 2.99
H: 4.07 -1.47 1.94
H: 2.40 -1.69 1.39
H: 3.92 1.58 2.80
H: 2.16 1.34 2.97
H: 3.58 3.25 1.15
H: 1.85 3.20 1.54
H: 2.03 2.29 -0.79

The value obtained for the HOMO-LUMO gap (alpha / beta) is 7.09 / 7.22 eV. The value obtained for the molar mass is 650.4 g mol⁻¹. As for the HOMO energy (alpha / beta): -8.1 / -8.0 eV. The maximum force is 0.06408 Eh/bohr.

These are the Mulliken partial charges, in e, on atoms 1 to 4: Pt 1.39; O -0.52; C 1.10; C -0.35